{
  "formula": "C9H14O",
  "method": "ωB97M-V with the def2-TZVPD basis set",
  "e_lumo_ev": 0.8954,
  "e_homo_ev": -8.64,
  "smiles": "Cc1ccc(O)cc1.CC",
  "relative_energy_kj_mol": 152.7,
  "homo_lumo_gap_ev": 9.54,
  "elements": ["C", "C", "C", "C", "C", "O", "C", "C", "H", "H", "H", "H", "H", "H", "H", "H", "C", "C", "H", "H", "H", "H", "H", "H"],
  "positions_angstrom": [[1.749, 0.888, 3.539], [1.243, 0.869, 2.112], [1.398, -0.304, 1.370], [1.196, -0.449, -0.015], [0.813, 0.743, -0.602], [0.698, 0.720, -1.962], [0.601, 1.946, 0.068], [0.751, 1.994, 1.444], [2.131, 1.799, 3.972], [2.554, 0.152, 3.591], [0.991, 0.455, 4.205], [1.652, -1.129, 2.053], [1.019, -1.391, -0.516], [-0.193, 0.651, -2.314], [0.097, 2.824, -0.314], [0.805, 2.891, 2.082], [-1.564, -2.028, -2.309], [-2.813, -1.049, -2.321], [-0.715, -1.522, -2.832], [-1.235, -2.402, -1.318], [-1.811, -2.883, -2.928], [-2.864, -0.603, -1.341], [-2.717, -0.616, -3.344], [-3.786, -1.553, -2.320]],
  "mulliken_charge": [-1.4018, 0.6665, -0.3932, -0.5069, 0.3980, -0.5739, -0.4480, -0.4476, 0.4013, 0.3567, 0.2950, 0.2737, 0.4288, 0.2640, 0.3591, 0.3051, -0.7121, -0.9877, 0.1837, 0.1998, 0.3902, 0.2926, 0.2951, 0.3617]
}

{
  "formula": "C21H56O21S7",
  "method": "ωB97M-V with the def2-TZVPD basis set",
  "e_lumo_ev": 0.0365,
  "e_homo_ev": -10.62,
  "smiles": "CCOS(C)(=O)=O.CCOS(C)(=O)=O.CCOS(C)(=O)=O.CCOS(C)(=O)=O.CCOS(C)(=O)=O.CCOS(C)(=O)=O.CCOS(C)(=O)=O",
  "relative_energy_kj_mol": 239.5,
  "homo_lumo_gap_ev": 10.65,
  "elements": ["C", "C", "O", "S", "C", "O", "O", "H", "H", "H", "H", "H", "H", "H", "H", "C", "C", "O", "S", "C", "O", "O", "H", "H", "H", "H", "H", "H", "H", "H", "C", "C", "O", "S", "C", "O", "O", "H", "H", "H", "H", "H", "H", "H", "H", "C", "C", "O", "S", "C", "O", "O", "H", "H", "H", "H", "H", "H", "H", "H", "C", "C", "O", "S", "C", "O", "O", "H", "H", "H", "H", "H", "H", "H", "H", "C", "C", "O", "S", "C", "O", "O", "H", "H", "H", "H", "H", "H", "H", "H", "C", "C", "O", "S", "C", "O", "O", "H", "H", "H", "H", "H", "H", "H", "H"],
  "positions_angstrom": [[-4.178, 1.853, 2.496], [-3.119, 2.373, 3.509], [-2.224, 1.261, 3.851], [-1.329, 1.447, 5.164], [-0.309, 2.834, 4.806], [-2.256, 1.696, 6.234], [-0.508, 0.273, 5.218], [-3.692, 1.586, 1.530], [-4.759, 2.751, 2.176], [-4.806, 1.024, 2.780], [-2.540, 3.182, 3.061], [-3.558, 2.682, 4.454], [-1.006, 3.697, 4.794], [0.373, 2.693, 3.987], [0.202, 2.836, 5.784], [5.079, 4.282, -0.911], [4.811, 3.020, -0.053], [3.416, 3.087, 0.333], [2.863, 1.809, 1.041], [2.024, 1.053, -0.278], [3.989, 1.008, 1.388], [1.929, 2.189, 2.063], [4.713, 4.130, -1.942], [6.146, 4.380, -1.059], [4.671, 5.201, -0.549], [4.882, 2.100, -0.642], [5.384, 2.847, 0.845], [1.102, 1.632, -0.360], [1.652, 0.040, 0.085], [2.595, 1.075, -1.193], [1.496, -4.517, 3.538], [1.109, -3.838, 4.887], [2.185, -4.065, 5.847], [1.995, -5.055, 7.082], [3.382, -6.011, 6.852], [2.218, -4.362, 8.325], [0.821, -5.847, 6.935], [0.817, -4.421, 2.682], [1.797, -5.523, 3.780], [2.425, -4.028, 3.222], [1.021, -2.775, 4.769], [0.229, -4.293, 5.329], [4.163, -5.346, 6.504], [3.201, -6.723, 6.077], [3.757, -6.441, 7.824], [-2.213, 4.709, -0.013], [-2.562, 3.999, -1.329], [-1.496, 4.271, -2.303], [-1.844, 4.017, -3.879], [-2.614, 5.661, -4.245], [-0.615, 3.875, -4.518], [-2.842, 2.960, -3.861], [-3.047, 4.558, 0.676], [-2.219, 5.760, -0.296], [-1.196, 4.545, 0.432], [-2.650, 2.937, -1.324], [-3.472, 4.392, -1.767], [-3.018, 5.895, -5.239], [-1.890, 6.458, -4.125], [-3.457, 5.764, -3.547], [-3.241, 1.007, -7.134], [-1.844, 1.147, -6.440], [-1.774, 0.274, -5.322], [-0.703, -0.865, -5.329], [0.750, -0.170, -4.784], [-1.133, -1.848, -4.428], [-0.496, -1.263, -6.680], [-4.052, 1.267, -6.467], [-3.204, 0.039, -7.639], [-3.269, 1.761, -7.931], [-0.948, 1.046, -7.044], [-1.791, 2.121, -5.994], [0.593, 0.404, -3.863], [1.142, 0.370, -5.638], [1.381, -1.048, -4.498], [3.472, -3.199, 0.615], [2.997, -3.003, -0.830], [2.657, -4.333, -1.517], [1.217, -5.021, -1.117], [0.163, -4.353, -2.474], [1.409, -6.410, -1.271], [0.716, -4.462, 0.121], [4.027, -2.398, 1.078], [4.094, -4.076, 0.720], [2.679, -3.382, 1.303], [2.081, -2.364, -0.869], [3.807, -2.726, -1.520], [0.313, -3.266, -2.570], [-0.779, -4.614, -1.992], [0.251, -4.892, -3.431], [-0.682, -1.203, 1.822], [-1.589, -1.548, 0.640], [-1.260, -1.100, -0.702], [-1.867, 0.136, -1.407], [-3.140, -0.725, -2.330], [-2.498, 0.919, -0.418], [-0.889, 0.797, -2.200], [-0.632, -0.167, 2.073], [0.378, -1.484, 1.677], [-0.937, -1.781, 2.760], [-1.668, -2.637, 0.542], [-2.543, -1.108, 0.919], [-2.839, -1.525, -3.013], [-3.591, 0.148, -2.850], [-3.779, -1.068, -1.499]],
  "mulliken_charge": [-0.7894, -0.3176, -0.1625, 1.0772, -0.8219, -0.6514, -0.5354, -0.0743, 0.3838, 0.3663, 0.2514, 0.4607, 0.3841, 0.2138, 0.3993, -1.2175, -0.2557, -0.2687, 1.0708, -0.2809, -0.6607, -0.5751, 0.2944, 0.3696, 0.3240, 0.3367, 0.3811, 0.0838, -0.2372, 0.5169, -0.6554, -0.2678, -0.3425, 1.1964, -0.9411, -0.6253, -0.6371, 0.2774, 0.2316, 0.2007, 0.2224, 0.3942, 0.3241, 0.3361, 0.3430, -1.2910, 0.3127, -0.2738, 1.1549, -1.0654, -0.5940, -0.5550, 0.3133, 0.4237, 0.2233, -0.1609, 0.4137, 0.3594, 0.3641, 0.2961, -1.2966, -0.0562, -0.1120, 1.0785, -0.7016, -0.5797, -0.6601, 0.2966, 0.3226, 0.4161, 0.5638, -0.0711, 0.0960, 0.3987, 0.3368, -0.9548, 0.0865, -0.4371, 1.0902, -0.6458, -0.6388, -0.4801, 0.5145, 0.4204, -0.1314, 0.0449, 0.3235, -0.0018, 0.3225, 0.4109, -0.6825, -0.3345, -0.1117, 0.9127, -1.2910, -0.5502, -0.2333, 0.2040, -0.0980, 0.4142, 0.3411, 0.3505, 0.3208, 0.3083, 0.4499]
}

{
  "formula": "C23H58BN2O14V",
  "method": "ωB97M-V with the def2-TZVPD basis set",
  "e_lumo_ev": [5.0223, 5.0223],
  "total_charge": -3,
  "e_homo_ev": [2.19, 2.17],
  "spin_multiplicity": 2,
  "relative_energy_kj_mol": 0.0,
  "homo_lumo_gap_ev": [2.83, 2.85],
  "elements": ["O", "V", "C", "O", "O", "O", "C", "O", "O", "O", "B", "H", "H", "H", "H", "C", "O", "C", "C", "N", "C", "C", "O", "C", "H", "H", "H", "H", "H", "H", "H", "H", "H", "H", "H", "H", "H", "H", "H", "C", "O", "C", "C", "N", "C", "C", "O", "C", "H", "H", "H", "H", "H", "H", "H", "H", "H", "H", "H", "H", "H", "H", "H", "C", "C", "C", "O", "H", "H", "H", "H", "H", "H", "H", "H", "C", "C", "C", "O", "H", "H", "H", "H", "H", "H", "H", "H", "C", "C", "C", "O", "H", "H", "H", "H", "H", "H", "H", "H"],
  "positions_angstrom": [[-1.483, -0.757, 4.111], [-0.282, -1.640, 3.575], [-0.716, -4.352, 3.404], [-0.445, -5.188, 4.347], [-1.605, -3.447, 3.435], [0.394, -3.848, 2.971], [1.899, -1.740, 5.185], [1.577, -0.811, 4.364], [2.866, -2.561, 5.042], [0.799, -2.422, 5.400], [-0.211, -0.630, 1.464], [0.141, -0.236, 0.452], [0.389, -1.526, 1.723], [-0.005, 0.111, 2.262], [-1.339, -0.812, 1.488], [1.848, 4.691, -3.975], [1.468, 3.352, -3.783], [1.288, 2.949, -2.440], [1.073, 1.441, -2.479], [2.009, 0.733, -3.365], [1.458, -0.581, -3.624], [2.272, -1.357, -4.667], [2.040, -0.839, -5.975], [2.855, -1.539, -6.877], [1.088, 5.441, -3.736], [2.175, 4.868, -5.000], [2.730, 4.859, -3.347], [0.418, 3.428, -1.982], [2.136, 3.210, -1.794], [0.049, 1.425, -2.867], [1.132, 0.987, -1.491], [2.141, 1.333, -4.168], [0.429, -0.614, -3.991], [1.584, -1.239, -2.761], [1.997, -2.415, -4.634], [3.328, -1.253, -4.394], [2.454, -1.400, -7.885], [2.835, -2.633, -6.811], [3.890, -1.195, -6.808], [1.491, 4.371, 3.646], [2.103, 3.827, 2.505], [1.970, 2.406, 2.466], [2.810, 1.829, 1.326], [2.812, 0.381, 1.425], [3.522, -0.265, 0.331], [3.348, -1.786, 0.461], [3.734, -2.227, 1.744], [4.047, -3.609, 1.709], [0.400, 4.309, 3.536], [1.718, 5.436, 3.696], [1.721, 3.787, 4.542], [0.935, 2.069, 2.418], [2.476, 1.965, 3.332], [3.848, 2.168, 1.343], [2.320, 2.155, 0.393], [1.828, 0.125, 1.394], [4.607, -0.127, 0.315], [3.163, 0.108, -0.638], [3.893, -2.302, -0.342], [2.309, -2.088, 0.278], [5.015, -3.772, 1.214], [3.274, -4.220, 1.239], [4.203, -3.987, 2.718], [-3.618, 2.170, 0.769], [-2.698, 3.183, 0.091], [-1.286, 3.222, 0.626], [-2.662, 2.810, -1.300], [-4.688, 2.384, 0.726], [-3.329, 2.069, 1.818], [-3.533, 1.212, 0.262], [-3.170, 4.168, 0.157], [-0.648, 3.838, -0.006], [-0.851, 2.222, 0.671], [-1.333, 3.567, 1.662], [-2.337, 1.882, -1.328], [-3.511, -0.454, -2.245], [-2.373, -0.801, -1.313], [-1.509, -1.896, -1.972], [-1.561, 0.333, -1.137], [-4.230, 0.250, -1.817], [-4.101, -1.343, -2.477], [-3.146, 0.011, -3.164], [-2.802, -1.188, -0.385], [-0.536, -1.950, -1.483], [-1.332, -1.854, -3.048], [-2.006, -2.852, -1.779], [-1.001, 0.215, -0.338], [-5.389, -2.460, 0.971], [-4.314, -2.366, 2.054], [-4.552, -1.223, 3.063], [-4.234, -3.577, 2.747], [-5.176, -3.278, 0.280], [-5.430, -1.543, 0.377], [-6.386, -2.643, 1.380], [-3.345, -2.165, 1.583], [-5.627, -1.117, 3.244], [-4.173, -0.256, 2.716], [-3.988, -1.333, 3.988], [-3.350, -3.584, 3.189]],
  "mulliken_charge": [-0.4730, 0.0392, 0.6358, -0.7755, -0.7739, -0.6731, 0.8317, -0.6860, -0.7235, -0.6952, 2.6745, -0.0458, 0.0820, 0.0901, -0.5376, -0.8392, -0.3324, -0.8666, 0.7902, -0.3045, 0.2043, -0.9985, -0.2904, -0.7962, 0.2636, 0.2561, 0.3479, 0.2359, 0.5320, 0.1042, -0.8579, 0.3894, 0.1262, 0.0368, 0.4750, 0.3937, 0.2577, 0.3117, 0.2949, -0.6620, -0.4533, -0.1860, 0.1856, -0.0045, -0.3502, -0.5835, -0.2223, -0.9274, 0.1814, 0.2678, 0.3203, -0.0441, 0.3721, 0.4826, -0.5061, -0.7742, 0.4062, 0.1221, 0.5565, 0.1301, 0.3714, 0.3130, 0.2727, -0.8833, 0.1034, -0.4096, -0.7615, 0.3304, 0.3347, -0.0471, 0.4699, 0.2663, -0.2180, 0.4308, 0.1506, -1.8826, 2.3941, -1.5798, 1.1610, 0.3847, 0.4467, 0.3168, -1.0316, 0.1593, 0.3269, 0.5244, -1.8418, -1.5991, 1.3997, -1.0572, -0.6811, 0.3469, 0.2225, 0.4526, -0.3881, 0.3997, -0.0779, 0.3362, 0.5287]
}

{
  "formula": "C4H9NOS",
  "method": "ωB97M-V with the def2-TZVPD basis set",
  "e_lumo_ev": [0.0393, 0.1779],
  "e_homo_ev": [-7.98, -8.21],
  "relative_energy_kj_mol": 687.5,
  "homo_lumo_gap_ev": [8.02, 8.39],
  "elements": ["C", "C", "C", "C", "N", "O", "S", "H", "H", "H", "H", "H", "H", "H", "H", "H"],
  "positions_angstrom": [[-1.351, -1.017, -0.370], [-0.852, 1.387, 0.534], [-0.437, 0.050, -0.473], [1.075, -0.262, -0.238], [-2.171, 0.138, 2.110], [-2.000, 1.239, 1.321], [-0.880, -0.415, 3.031], [-2.188, -1.194, -1.142], [-1.253, -1.725, 0.516], [0.055, 1.463, 1.210], [-1.069, 2.370, 0.072], [-0.387, 0.384, -1.503], [1.055, -0.880, 0.644], [1.578, 0.579, -0.044], [1.528, -0.861, -1.064], [-0.155, 0.722, 2.828]],
  "mulliken_charge": [-0.7688, -0.6353, 0.6200, -1.4007, -0.1121, -0.2082, -0.0841, 0.2464, 0.2390, 0.2216, 0.3321, 0.3016, 0.3030, 0.4369, 0.3466, 0.1619]
}